Entry from the Open Molecules 2025 dataset: an isolated molecule of C10H11NO4S2 in a non-equilibrium geometry (ωB97M-V with the def2-TZVPD basis set).

The geometry in XYZ format:
```
28
Properties=species:S:1:pos:R:3:forces:R:3:mulliken_charge:R:1
C -1.0315 -1.9240 1.6624 0.067 -0.006 0.019 -1.3663
C -0.4003 -1.4838 0.3477 0.353 0.019 -0.047 0.3038
C -1.4879 -1.0909 -0.6435 0.491 0.005 0.122 0.3984
O -1.8788 -1.8445 -1.5055 -0.166 -0.319 -0.196 -0.6545
N -1.9794 0.1567 -0.4686 -0.404 0.517 0.033 -0.0610
C -3.1391 0.6136 -1.1833 -0.002 -0.093 -0.023 -0.8142
C -4.2951 0.8680 -0.2361 0.191 -0.073 0.235 0.6726
O -4.2378 0.7442 0.9566 0.001 -0.006 0.140 -0.5473
O -5.3873 1.2701 -0.8861 -0.384 0.140 -0.509 -0.4417
H -6.1212 1.4221 -0.2693 0.298 -0.082 0.112 0.3524
H -2.9313 1.5341 -1.7401 -0.099 -0.114 0.004 0.3432
H -3.4166 -0.1693 -1.8969 0.005 0.187 0.056 0.3562
H -1.6960 0.6910 0.3394 -0.031 -0.092 -0.111 0.2558
H 0.1991 -2.2915 -0.0867 -0.214 0.206 0.005 0.3170
S 0.7743 -0.1050 0.6153 -0.141 -0.138 0.136 -0.3041
C 2.2615 -0.8121 -0.1011 -1.144 -0.277 0.228 0.8105
O 2.2716 -1.9425 -0.5129 0.525 -0.088 -0.195 -0.6573
C 3.3656 0.1144 -0.1070 1.097 0.254 -0.244 0.1925
C 3.4262 1.4140 0.3351 -0.203 -0.537 -0.121 -0.4539
C 4.6895 1.9905 0.1425 0.296 0.076 -0.056 -0.5723
C 5.5723 1.1290 -0.4418 -0.192 -0.324 -0.053 -0.3389
S 4.8873 -0.4021 -0.7684 -0.332 0.443 0.261 -0.0851
H 6.5960 1.3160 -0.7011 0.208 0.069 -0.037 0.4300
H 4.9374 2.9986 0.4223 0.062 0.152 0.033 0.3911
H 2.5882 1.9199 0.7788 -0.143 0.125 0.077 0.3910
H -1.6729 -2.7840 1.4803 -0.088 -0.043 0.007 0.3807
H -0.2602 -2.2065 2.3751 0.016 -0.016 0.033 0.4058
H -1.6337 -1.1258 2.0927 -0.066 0.015 0.092 0.2956
```
Positions in Å, forces in eV/Å.

Output
Energy (eV): -41899.99081
Energy above the lowest of the compared OMol25 structures with the same formula, charge and spin (eV): 0.257
Net charge: 0
SMILES: C[C@H](SC(=O)c1cccs1)C(=O)NCC(=O)O
Frontier orbital gap (eV): 8.98
2S+1: 1


Entry from the Open Molecules 2025 dataset: a cluster of 2 separate species, C10H11NS2 in total in a non-equilibrium geometry (ωB97M-V with the def2-TZVPD basis set).

The geometry in XYZ format:
```
24
Properties=species:S:1:pos:R:3:forces:R:3:mulliken_charge:R:1
C 0.4793 0.6102 -1.8502 0.966 0.040 -0.548 0.3438
C -3.5551 -1.2807 0.3837 -1.351 -0.754 1.722 -0.2460
C -2.9858 -1.4484 -0.8507 0.913 0.657 0.645 -0.8191
C -3.0213 -0.3955 1.3182 -1.123 0.620 0.445 -0.6392
C -1.8326 -0.7355 -1.1509 0.902 -0.903 -2.946 -0.2571
C -1.9911 0.4224 0.9397 0.966 0.003 0.914 -0.3895
C -1.3234 0.1888 -0.3007 -0.191 1.350 2.333 0.5114
C 1.7607 2.9467 -0.2550 1.983 0.439 -2.004 -0.7824
C 1.9869 -2.3094 2.0929 -1.450 1.223 2.025 -0.7824
C -0.1353 0.9149 -0.6483 -0.121 1.169 0.618 0.4423
N 1.0230 0.3341 -2.8321 0.041 0.030 -0.146 -0.4975
S 0.1553 2.4386 0.1688 -1.660 -0.363 0.227 -0.0602
S 2.0082 -0.6628 1.3543 -0.263 -0.379 0.170 -0.0261
H -4.4311 -1.8440 0.7965 0.786 0.234 -1.115 0.2946
H -3.3600 -2.1512 -1.5169 -0.668 -1.090 -1.176 0.4636
H -3.5485 -0.2798 2.3106 0.884 -0.099 -1.215 0.3183
H -1.1991 -0.8233 -2.1249 -1.778 -0.411 1.594 0.2047
H -1.6228 1.1150 1.7168 0.061 -0.231 -0.849 0.2255
H 2.4593 2.3764 0.4072 -0.072 0.549 -1.186 0.1910
H 1.9027 4.0334 -0.1091 -0.473 -0.514 0.624 0.3752
H 1.9358 2.9330 -1.4110 0.001 -0.800 2.088 0.3037
H 2.5223 -2.1506 3.0742 -0.770 -0.105 -0.610 0.2645
H 2.6184 -2.9562 1.5938 1.057 -1.450 -1.343 0.3209
H 0.9573 -2.7606 2.2808 1.361 0.785 -0.263 0.2401
```
Positions in Å, forces in eV/Å.

Output
Energy (eV): -33705.53855
Energy above the lowest of the compared OMol25 structures with the same formula, charge and spin (eV): 3.028
Net charge: 0
Frontier orbital gap (spin up / spin down) (eV): 5.63 / 7.91
2S+1: 1


Entry from the Open Molecules 2025 dataset: the ion C10H12BrN2 with charge +1 in a non-equilibrium geometry (ωB97M-V with the def2-TZVPD basis set).

The geometry in XYZ format:
```
25
Properties=species:S:1:pos:R:3:forces:R:3:mulliken_charge:R:1
C 2.7553 -1.7296 -0.3287 -1.884 -0.841 -0.606 -0.8103
C 2.0746 -2.9326 -0.1714 -0.398 -1.068 0.678 -0.3836
C 2.0451 -0.5346 -0.3047 1.358 2.230 0.942 -0.6044
C 0.7721 -2.9192 0.2733 -2.009 -0.813 0.599 -0.4938
C 0.7293 -0.4546 0.1859 -0.330 -1.325 -0.266 0.3173
C 0.0926 -1.6910 0.4875 0.292 0.377 -0.369 0.8869
C 0.0792 0.9423 0.4122 1.103 -2.279 -0.403 -0.0143
C -0.3928 1.6515 -0.9041 0.884 -1.569 2.216 -0.7985
C -1.8222 2.1029 -0.6122 2.721 2.249 3.625 -0.4857
C -2.1166 1.5291 0.7699 2.343 0.144 -1.213 -0.4803
N -1.1895 -1.5337 1.0508 -1.535 0.270 -0.816 -0.6414
N -1.0967 0.9670 1.3052 -0.451 1.251 -0.683 0.0736
Br -2.7103 -1.1771 -0.3276 1.233 -0.613 0.832 -0.0547
H 3.7657 -1.8608 -0.5434 1.636 0.666 -0.525 0.4559
H 2.4852 -3.9596 -0.2997 0.275 1.231 0.053 0.3450
H 2.6596 0.4419 -0.4605 -1.269 -1.741 0.174 0.2985
H 0.2492 -3.9207 0.5114 0.743 1.869 -0.486 0.2549
H 0.9852 1.3724 0.7822 -0.192 1.381 1.124 0.4981
H -0.1736 0.8703 -1.6022 -0.910 -0.072 -1.161 0.4371
H -2.4711 1.6521 -1.2270 -2.782 -0.548 -2.741 0.4215
H -2.9635 1.5878 1.3785 -1.604 0.255 0.348 0.4427
H -1.8009 3.2302 -0.4290 -0.794 -1.333 -0.969 0.3030
H -1.6470 -2.3099 1.5065 0.494 -0.630 -0.093 0.3738
H -1.3120 0.5157 2.1781 1.142 -0.455 0.371 0.2665
H 0.3870 2.3615 -1.0196 -0.065 1.366 -0.630 0.3923
```
Positions in Å, forces in eV/Å.

Output
Energy (eV): -83578.35274
Energy above the lowest of the compared OMol25 structures with the same formula, charge and spin (eV): 2.389
Net charge: +1
SMILES: BrNc1ccccc1[C@H]1CCC=[NH+]1
Frontier orbital gap (eV): 7.84
2S+1: 1


Entry from the Open Molecules 2025 dataset: an isolated molecule of C10H12BrNO2 in a non-equilibrium geometry (ωB97M-V with the def2-TZVPD basis set).

The geometry in XYZ format:
```
26
Properties=species:S:1:pos:R:3:forces:R:3:mulliken_charge:R:1
C 0.9275 3.1036 0.4882 -0.088 -2.880 -1.302 -0.5290
C 0.0793 2.1718 0.0371 -2.314 1.319 0.689 -0.2698
C 2.3559 2.9414 0.3563 0.188 0.429 0.018 -0.5138
C 0.5149 0.9949 -0.6805 1.329 -1.685 -2.401 0.2739
C 2.8794 1.7734 -0.0480 -1.283 -0.575 -0.755 -0.8622
C 1.9535 0.6455 -0.3850 0.629 -0.464 1.720 0.5361
C -2.9113 -1.8780 1.2225 0.525 1.298 0.480 -1.1739
C -1.6474 -2.7008 -0.9721 -0.433 1.158 -1.029 -1.1158
C 2.3051 -0.6514 -0.2687 1.079 2.289 -0.682 -0.4482
C -1.8171 -1.7237 0.1565 0.240 1.536 0.201 0.5796
N -1.1689 -0.5686 0.2134 -0.963 -0.258 1.332 0.7425
O -1.3239 0.3209 1.1134 0.319 -1.017 -0.899 -0.7461
O -0.2692 -0.2732 -0.8269 -0.269 1.028 0.244 -0.3435
Br 4.1644 -1.1317 -0.0755 -1.031 -0.258 0.039 -0.2216
H 0.5153 3.9568 0.8712 -0.727 2.164 0.975 0.5023
H -1.0119 2.3619 0.0494 0.924 -0.079 0.075 0.3003
H 2.8377 3.8885 0.5928 0.914 -0.627 -0.066 0.3412
H 0.5614 1.2966 -1.7779 -0.339 -0.239 0.902 0.0948
H 3.8854 1.4593 -0.2208 0.729 0.712 0.326 0.3538
H -3.2396 -0.8239 1.6051 0.812 -2.160 -0.498 0.3025
H -2.5390 -2.5448 2.0238 0.036 0.763 0.067 0.2677
H -3.7865 -2.4157 0.8927 -0.229 -0.045 -0.770 0.3865
H -0.6490 -2.9736 -1.2903 0.555 0.638 0.194 0.3057
H -2.1550 -2.2509 -1.9100 0.445 -1.184 1.409 0.2231
H -2.0170 -3.6467 -0.6193 -0.902 -0.320 -0.289 0.3941
H 1.5559 -1.3317 -0.5477 -0.146 -1.545 0.020 0.6198
```
Positions in Å, forces in eV/Å.

Output
Energy (eV): -86186.16564
Energy above the lowest of the compared OMol25 structures with the same formula, charge and spin (eV): 6.441
Net charge: 0
SMILES: CC(C)=[N+]([O-])O[C@H]1C=CC=C/C1=C\Br
Frontier orbital gap (eV): 8.35
2S+1: 1


Entry from the Open Molecules 2025 dataset: an isolated molecule of C10H12BrNO2 in a non-equilibrium geometry (ωB97M-V with the def2-TZVPD basis set).

The geometry in XYZ format:
```
26
Properties=species:S:1:pos:R:3:forces:R:3:mulliken_charge:R:1
C 3.3227 0.4219 0.7845 1.372 1.630 -0.776 -0.3505
C 2.8802 -0.3776 1.8658 1.063 -0.553 1.458 -0.2541
C 2.5172 0.7244 -0.2631 0.308 -0.741 0.221 -1.0700
C 1.1010 0.3662 -0.2692 1.598 -0.980 1.687 -0.2748
C 1.6786 -0.9460 1.9004 -0.847 -0.411 -0.947 -0.3142
C 0.6245 -0.5922 0.8392 2.255 -2.575 2.143 1.2771
C -1.0606 1.0756 0.7456 1.461 1.520 -2.079 -0.9506
C -1.4651 -1.3146 -0.0803 1.683 -0.209 -1.638 -0.6019
C -1.7875 0.1365 -0.1813 -0.884 1.044 -0.840 0.0272
C -2.3587 0.3899 -2.5916 -2.619 0.645 0.650 -0.7324
N 0.3666 0.7641 0.8747 -2.442 1.759 1.144 -0.4380
O -0.3052 -1.6469 0.6548 1.384 1.654 0.098 -0.4460
O -1.5454 0.6500 -1.4972 0.641 0.460 0.859 -0.3177
Br 1.3046 -2.2076 3.2587 -0.245 0.018 -0.161 -0.1582
H 4.4177 0.7645 0.9203 -1.928 -0.504 -0.931 0.2350
H 3.6829 -0.5844 2.6226 -1.255 -0.015 -0.545 0.2956
H 2.8696 1.0620 -1.1986 0.775 0.708 -0.701 0.3930
H 0.5104 0.1958 -1.0919 -0.589 0.068 -2.420 0.8007
H -1.1698 2.1053 0.2213 0.117 -1.506 1.371 0.3343
H -1.4314 1.0423 1.7361 -0.717 0.192 0.918 0.4891
H -2.1580 -1.8419 0.4480 -2.540 -1.253 1.151 0.4103
H -1.4192 -1.7536 -1.1123 0.151 0.330 0.696 0.2569
H -2.8137 0.3118 0.0726 -1.054 -0.208 -0.133 0.5922
H -1.8675 0.9793 -3.3270 0.577 -0.514 -1.420 0.2924
H -3.4070 0.9946 -2.5963 1.773 -1.750 0.665 0.2287
H -2.4870 -0.7194 -2.7358 -0.041 1.191 -0.470 0.2761
```
Positions in Å, forces in eV/Å.

Output
Energy (eV): -86187.79887
Energy above the lowest of the compared OMol25 structures with the same formula, charge and spin (eV): 4.807
Net charge: 0
SMILES: CO[C@H]1CO[C@@]23C(Br)=CC=C[C@@H]2N3C1
Frontier orbital gap (eV): 8.85
2S+1: 1